Molecular formula: C3H2N4O
Method: DFT, ωB97M-V/def2-TZVPD

Positions of all 10 atoms, in Å:
O1 1.5862 -1.5754 -0.0902
C1 1.1760 -0.4780 -0.4296
N1 1.3459 0.7006 0.2522
C2 0.3395 1.0088 0.8969
N2 -0.9084 0.3259 0.9926
C3 -1.1802 -0.4122 0.0620
N3 -0.7555 -0.1319 -1.3577
N4 0.5084 -0.2519 -1.6610
H1 -0.0670 1.9364 1.3833
H2 -2.0449 -1.1223 -0.0485

Calculated values
Strongest force on any atom   6.24 eV/A
Energy   -409.6475 Ha
Molecular weight   110.08 g mol⁻¹
Charge   0
SMILES   O=c1ncncnn1

---

Molecular formula: C4H6O2
Method: DFT, ωB97M-V/def2-TZVPD

Positions of all 12 atoms, in Å:
C1 1.1261 -0.6100 -0.7665
C2 0.0820 1.7299 0.8118
O1 -0.9565 1.3032 0.1468
C3 -1.1998 -0.1084 0.2995
C4 0.0756 -0.9453 0.2685
O2 0.1670 -1.9045 0.9989
H1 1.9766 -0.1274 -0.2763
H2 1.4712 -1.5448 -1.2148
H3 0.7530 0.0630 -1.5440
H4 0.0775 2.8196 0.5781
H5 -1.8418 -0.3975 -0.5382
H6 -1.7310 -0.2779 1.2363

Calculated values
Strongest force on any atom   0.48 eV/A
Energy   -306.3711 Ha
Molecular weight   86.09 g mol⁻¹
Charge   0

---

Molecular formula: C2H4NP
Method: DFT, ωB97M-V/def2-TZVPD

Positions of all 8 atoms, in Å:
H1 -1.7461 1.7816 0.1449
N1 -1.5885 0.7942 -0.0600
C1 -0.4195 0.4008 -0.0953
C2 0.3647 -0.9482 -0.3647
P1 1.3854 0.5844 0.0032
H2 0.2625 -1.7219 0.3781
H3 0.3509 -1.2747 -1.3951
H4 1.3905 0.3838 1.3889

Calculated values
Strongest force on any atom   2.94 eV/A
Energy   -474.6350 Ha
Molecular weight   73.03 g mol⁻¹
Charge   0
SMILES   [H]/N=C1/CP1

---

Molecular formula: C4H8S3
Method: DFT, ωB97M-V/def2-TZVPD

Positions of all 15 atoms, in Å:
C1 2.2965 -0.2886 0.8461
C2 2.2086 0.2185 -0.7360
C3 -0.7954 0.9472 -0.2620
C4 -3.0930 -0.6590 -0.0624
H1 2.9098 -1.2799 0.8438
H2 2.6549 0.5410 1.5031
H3 1.1755 -0.5045 1.0544
H4 2.0262 -0.5930 -1.4734
H5 3.2483 0.8217 -0.9716
H6 -3.2666 -0.3363 0.9745
H7 -3.8021 -0.0951 -0.8415
H8 -3.3046 -1.6955 -0.1302
S1 0.8556 1.4835 -0.4544
S2 -1.8691 2.1221 0.1151
S3 -1.2446 -0.6819 -0.4054

Calculated values
Strongest force on any atom   3.27 eV/A
Energy   -1351.6981 Ha
Molecular weight   152.31 g mol⁻¹
Charge   0

---

Molecular formula: C3H12N3
Method: DFT, ωB97M-V/def2-TZVPD

Positions of all 18 atoms, in Å:
N1 0.6664 -1.8972 1.7840
C1 -0.0120 -0.8805 2.3416
N2 -0.7435 -0.0149 1.6989
H1 1.1185 -2.5237 2.4220
H2 0.4571 -2.1529 0.8273
H3 0.0706 -0.8043 3.4448
H4 -1.3811 0.4772 2.3378
C2 0.3127 1.0657 -3.0032
C3 0.1908 0.3069 -1.7426
N3 -0.4081 1.1519 -0.6582
H5 0.8300 0.5485 -3.7952
H6 -0.6562 1.4710 -3.3694
H7 0.9332 1.9445 -2.6984
H8 -0.4758 -0.5741 -1.9052
H9 1.1566 -0.0476 -1.4181
H10 0.2140 1.9634 -0.4681
H11 -0.5169 0.6095 0.2812
H12 -1.3027 1.4576 -1.0056

Calculated values
Strongest force on any atom   3.08 eV/A
Expectation value of S²   0.781
Energy   -285.0412 Ha
Molecular weight   90.15 g mol⁻¹
Spin multiplicity   2
Charge   +2

---

Molecular formula: C21H25NO3
Method: DFT, ωB97M-V/def2-TZVPD

Positions of all 50 atoms, in Å:
C1 -0.2268 -2.6358 -6.5693
C2 0.4405 -3.0558 -5.4390
C3 1.9041 -2.7537 -5.2109
O1 2.2370 -2.8065 -3.8082
C4 1.8253 -1.8200 -2.9194
C5 1.3101 -0.5787 -3.2640
C6 1.0151 0.3865 -2.2493
C7 1.0963 0.0811 -0.8535
C8 1.6047 -1.1909 -0.5451
C9 1.9982 -2.0801 -1.5478
C10 1.7354 -1.7143 0.8871
C11 1.3308 -0.6650 1.9177
C12 0.1567 0.1733 1.4313
C13 0.6301 1.0465 0.2375
C14 -0.3737 2.1531 -0.1802
C15 -1.0406 2.8925 0.9650
C16 -1.6094 1.9294 2.0131
C17 -2.8082 1.1266 1.4161
C18 -2.0864 2.5750 3.3194
O2 -2.5301 3.7266 3.4173
C19 -1.7164 1.7729 4.4469
N1 -2.0793 1.9825 5.7030
O3 -1.6086 1.0442 6.6793
C20 -0.9202 0.6051 3.9376
C21 -0.4464 1.0667 2.5519
H1 -1.2693 -2.8705 -6.7604
H2 0.2674 -2.0392 -7.3015
H3 -0.0899 -3.6384 -4.7034
H4 2.1853 -1.8711 -5.6782
H5 2.5314 -3.5722 -5.6362
H6 1.0916 -0.3583 -4.3382
H7 0.6034 1.3495 -2.5294
H8 2.4595 -2.9959 -1.2326
H9 1.1540 -2.6277 1.0201
H10 2.7709 -1.9846 1.0728
H11 1.0407 -1.1842 2.8526
H12 2.2061 -0.0270 2.1598
H13 -0.6572 -0.4513 1.0397
H14 1.5492 1.5323 0.6006
H15 0.1128 2.9309 -0.7999
H16 -1.1418 1.6936 -0.8095
H17 -0.3241 3.5674 1.4317
H18 -1.8958 3.4900 0.5889
H19 -3.0994 0.4910 2.2155
H20 -3.6047 1.8198 1.1143
H21 -2.4790 0.5264 0.5760
H22 -2.0366 1.1989 7.5215
H23 -0.0196 0.3351 4.5377
H24 -1.5588 -0.3033 3.9305
H25 0.3659 1.7281 2.7911

Calculated values
Strongest force on any atom   5.51 eV/A
Energy   -1095.5840 Ha
Molecular weight   339.44 g mol⁻¹
Charge   0
SMILES   C=CCOc1ccc2c(c1)CC[C@@H]1[C@@H]2CC[C@]2(C)C(=O)/C(=N/O)C[C@@H]12

---

Molecular formula: C48H37N2O4SSbTcTe
Method: DFT, ωB97M-V/def2-TZVPD

Positions of all 95 atoms, in Å:
Tc1 1.1542 2.5633 -0.0234
C1 3.8738 1.4085 -1.6358
O1 2.4364 1.4579 -1.5371
C2 1.7148 1.0382 -2.6480
C3 2.2671 0.4890 -3.7843
C4 1.4160 0.1243 -4.8253
C5 0.0500 0.3217 -4.7190
C6 -0.4888 0.8676 -3.5589
C7 0.3469 1.2162 -2.5168
N1 -0.1033 1.6041 -1.2379
N2 -0.6901 2.7987 -1.0101
C8 -1.7108 2.8138 0.0152
C9 -1.2203 3.3318 1.2829
O2 0.0647 3.4832 1.4068
C10 -2.1518 3.8433 2.2681
C11 -3.4401 3.9983 1.9352
C12 -3.9529 3.6683 0.6115
C13 -5.2890 3.9069 0.2819
C14 -5.7644 3.6276 -0.9842
C15 -4.9016 3.1124 -1.9509
C16 -3.5790 2.8601 -1.6375
C17 -3.0992 3.1181 -0.3570
H1 4.1926 0.3710 -1.7180
H2 4.2044 1.9877 -2.4972
H3 4.2544 1.8506 -0.7233
H4 3.3341 0.3391 -3.8800
H5 1.8348 -0.3216 -5.7183
H6 -0.6068 0.0342 -5.5307
H7 -1.5586 0.9858 -3.4430
H8 -1.7479 4.1290 3.2309
H9 -4.1402 4.4017 2.6588
H10 -5.9487 4.3178 1.0381
H11 -6.8018 3.8179 -1.2282
H12 -5.2668 2.9099 -2.9505
H13 -2.8999 2.4720 -2.3851
O3 0.6328 1.4087 3.7100
C18 1.4498 1.3476 2.8145
O4 1.2055 0.9597 1.5738
C19 2.9020 1.5987 3.1034
C20 3.4583 0.9289 4.1903
C21 4.8091 1.0331 4.4805
C22 5.6138 1.8385 3.6844
C23 5.0625 2.5300 2.6163
C24 3.7044 2.4132 2.3099
S1 3.1195 3.4258 0.9739
H14 2.8041 0.3217 4.8047
H15 5.2305 0.4919 5.3189
H16 6.6718 1.9366 3.8966
H17 5.6798 3.1805 2.0070
Te1 -1.6382 0.8049 1.2956
C25 -3.7434 0.7057 1.4552
C26 -4.5445 0.3032 0.3877
C27 -5.9148 0.1700 0.5554
C28 -6.4925 0.4257 1.7952
C29 -5.6981 0.8109 2.8675
C30 -4.3245 0.9482 2.6989
H18 -4.0974 0.1076 -0.5806
H19 -6.5334 -0.1371 -0.2797
H20 -7.5620 0.3112 1.9270
H21 -6.1449 0.9996 3.8367
H22 -3.6993 1.2470 3.5317
C31 -1.4867 -4.7585 2.5437
C32 -2.1619 -3.8445 1.7458
C33 -1.4454 -2.9669 0.9401
C34 -0.0478 -2.9970 0.9050
C35 0.6170 -3.9133 1.7204
C36 -0.0986 -4.7884 2.5318
Sb1 0.9755 -1.5342 -0.3039
C37 0.5635 -2.4956 -2.2067
C38 1.5402 -2.9015 -3.1180
C39 1.1903 -3.3475 -4.3898
C40 -0.1425 -3.3861 -4.7755
C41 -1.1260 -2.9680 -3.8880
C42 -0.7718 -2.5172 -2.6221
C43 2.9578 -2.2864 0.0086
C44 3.8578 -1.4175 0.6309
C45 5.1701 -1.8111 0.8776
C46 5.5930 -3.0784 0.5003
C47 4.7014 -3.9575 -0.1066
C48 3.3900 -3.5662 -0.3472
H23 -2.0405 -5.4388 3.1795
H24 -3.2452 -3.8076 1.7550
H25 -1.9920 -2.2506 0.3337
H26 1.6995 -3.9470 1.7302
H27 0.4328 -5.4930 3.1610
H28 2.5881 -2.8650 -2.8422
H29 1.9631 -3.6624 -5.0824
H30 -0.4141 -3.7360 -5.7646
H31 -2.1684 -2.9861 -4.1855
H32 -1.5523 -2.1749 -1.9479
H33 3.5258 -0.4300 0.9474
H34 5.8537 -1.1284 1.3685
H35 6.6151 -3.3871 0.6862
H36 5.0287 -4.9523 -0.3855
H37 2.6962 -4.2647 -0.8035

Calculated values
Strongest force on any atom   0.87 eV/A
Expectation value of S²   3.807
Energy   -3248.9562 Ha
Molecular weight   1085.26 g mol⁻¹
Spin multiplicity   4
Charge   0